# 1
Density functional theory data (ωB97M-V/def2-TZVPD) for one molecule with the formula C6H12.

```
18
Properties=species:S:1:pos:R:3:forces:R:3
C 2.15153 -0.09087 0.55897 -0.114 -0.123 -0.029
C 0.77108 0.08426 -0.10444 -0.138 -0.087 -0.094
C -0.22169 0.92556 0.70599 -0.042 0.066 -0.025
C -1.53836 0.79798 -0.06433 -0.111 0.005 -0.101
C -1.49248 -0.56742 -0.81783 0.051 0.137 0.114
C -0.10895 -1.17152 -0.45139 0.228 0.186 0.106
H 2.07922 -0.27449 1.63896 -0.137 -0.093 -0.200
H 2.77228 0.81151 0.44413 -0.327 -0.176 -0.026
H 2.72265 -0.91496 0.11765 -0.137 0.057 0.018
H 0.93827 0.58898 -1.06907 -0.058 -0.035 0.117
H -0.01378 1.99498 0.80047 0.516 -0.152 0.050
H -0.27180 0.51418 1.72629 -0.154 0.022 -0.231
H -2.38691 0.93089 0.61619 -0.022 -0.216 -0.289
H -1.57834 1.61653 -0.79147 -0.117 -0.101 0.090
H -2.34544 -1.19774 -0.53670 0.353 -0.046 0.023
H -1.57539 -0.42974 -1.90696 0.076 0.099 0.341
H -0.23136 -1.85725 0.40145 0.247 0.309 -0.023
H 0.32948 -1.76091 -1.26791 -0.114 0.150 0.157
```
Positions in Å, forces in eV/Å.

## Properties
energy above the lowest of the compared OMol25 structures with the same formula, charge and spin = 5.9 kcal/mol
LUMO energy = 1.25 eV
gap between HOMO and LUMO = 12.18 eV
E_HOMO = -10.9 eV
net charge = 0
molecular weight = 84.16 g mol⁻¹

In elementary charge units, the Mulliken charges are: number 1, C, carries -1.458; number 2, C, carries 0.565; number 3, C, carries -0.857; number 4, C, carries -0.556; number 5, C, carries -0.547; number 6, C, carries -0.802; number 7, H, carries 0.315; number 8, H, carries 0.365; number 9, H, carries 0.355; number 10, H, carries 0.159; number 11, H, carries 0.348; number 12, H, carries 0.325; number 13, H, carries 0.332; number 14, H, carries 0.241; number 15, H, carries 0.294; number 16, H, carries 0.265; number 17, H, carries 0.294; number 18, H, carries 0.363

# 2
Density functional theory data (ωB97M-V/def2-TZVPD) for one molecule with the formula C5H10O2 in a non-equilibrium geometry.

```
17
Properties=species:S:1:pos:R:3:forces:R:3
C 1.86900 -0.37361 -1.47200 0.066 -0.011 -0.015
C 0.35430 -0.26350 -1.33461 -0.086 -0.116 -0.182
C -0.11492 -0.30229 0.09634 -0.003 -0.239 -0.452
O 0.27509 0.92734 0.75611 0.249 0.346 -0.792
C -1.59522 -0.00394 0.35022 -0.151 -0.089 -0.018
C -1.08531 1.19957 1.14803 0.054 0.209 -0.334
O -1.00130 1.05877 2.52360 -0.301 -0.012 0.227
H 2.17118 -0.29444 -2.52079 -0.022 -0.002 0.147
H 2.36970 0.42337 -0.91287 -0.086 -0.098 -0.073
H 2.23354 -1.33445 -1.09198 -0.058 0.112 -0.031
H 0.00400 0.68387 -1.76357 0.026 -0.142 -0.002
H -0.14696 -1.07176 -1.87545 0.055 -0.023 -0.080
H 0.26129 -1.20329 0.61072 0.039 0.380 -0.001
H -0.06693 0.79375 2.44762 0.007 -0.118 1.522
H -2.15271 -0.73488 0.93426 0.017 0.097 -0.046
H -2.13644 0.26975 -0.55719 -0.008 -0.057 0.086
H -1.45935 2.19601 0.86719 0.202 -0.236 0.045
```
Positions in Å, forces in eV/Å.

## Properties
energy above the lowest of the compared OMol25 structures with the same formula, charge and spin = 47.8 kcal/mol
LUMO energy = 1.10 eV
gap between HOMO and LUMO = 11.28 eV
E_HOMO = -10.2 eV
net charge = 0
molecular weight = 102.13 g mol⁻¹

In elementary charge units, the Mulliken charges are: number 1, C, carries -1.235; number 2, C, carries -0.521; number 3, C, carries 0.265; number 4, O, carries -0.561; number 5, C, carries -0.841; number 6, C, carries 0.296; number 7, O, carries -0.561; number 8, H, carries 0.356; number 9, H, carries 0.306; number 10, H, carries 0.319; number 11, H, carries 0.275; number 12, H, carries 0.316; number 13, H, carries 0.328; number 14, H, carries 0.347; number 15, H, carries 0.298; number 16, H, carries 0.293; number 17, H, carries 0.320

# 3
Density functional theory data (ωB97M-V/def2-TZVPD) for an isolated ion of composition C3H4N3S and charge +1 in a non-equilibrium geometry.

```
11
Properties=species:S:1:pos:R:3:forces:R:3
C -1.32941 1.47736 0.08561 6.229 -7.480 -0.434
C 0.01805 -0.71911 -0.02445 0.862 -2.621 0.188
C 2.27780 0.33695 -0.11990 0.208 -1.144 -0.607
N 1.40274 -0.82595 -0.04450 -0.870 1.759 -0.635
N -0.58746 0.55808 0.01562 -3.565 5.527 0.599
N -0.70598 -1.74198 0.00731 -0.013 -0.098 -0.008
S 3.86042 0.17889 0.04945 -0.140 0.043 0.078
H -2.03462 2.16881 -0.02518 -2.718 3.050 -0.135
H 1.68549 -1.83231 -0.21532 0.129 1.835 0.489
H 1.88612 1.34497 -0.43925 -0.387 -1.351 0.593
H -1.71839 -1.75684 0.09817 0.264 0.480 -0.127
```
Positions in Å, forces in eV/Å.

## Properties
energy above the lowest of the compared OMol25 structures with the same formula, charge and spin = 34.6 kcal/mol
LUMO energy = -6.32 eV
gap between HOMO and LUMO = 6.42 eV
E_HOMO = -12.7 eV
net charge = +1
molecular weight = 114.15 g mol⁻¹

In elementary charge units, the Mulliken charges are: number 1, C, carries 0.105; number 2, C, carries 0.524; number 3, C, carries -0.144; number 4, N, carries -0.123; number 5, N, carries 0.011; number 6, N, carries -0.492; number 7, S, carries -0.150; number 8, H, carries 0.520; number 9, H, carries 0.304; number 10, H, carries 0.186; number 11, H, carries 0.260

# 4
Density functional theory data (ωB97M-V/def2-TZVPD) for a 2-piece molecular cluster, C16H29NO overall in a non-equilibrium geometry.

```
47
Properties=species:S:1:pos:R:3:forces:R:3
C -3.82841 4.32724 -3.63886 5.138 2.939 -0.070
C -4.36865 3.47929 -2.66240 2.990 0.087 3.913
C -3.31878 2.91361 -1.76805 3.376 -0.507 6.560
C -2.18172 2.01853 -2.34283 -8.056 -6.421 8.634
C -1.07488 1.43760 -1.37538 -4.376 -5.968 0.905
C -0.25966 2.29569 -0.50897 1.912 -0.107 -2.071
C 0.81934 1.61482 0.41194 4.179 4.156 -11.912
C 0.34902 0.78501 1.30946 -2.883 -2.975 8.479
N 1.40865 0.17192 2.12869 -3.371 9.788 3.185
C 1.99695 -0.87022 1.88845 1.643 -10.378 -1.618
C 3.15074 -1.36073 2.38186 3.949 4.257 3.880
C 4.05861 -2.50681 2.11385 -0.211 5.513 2.168
O 5.21669 -2.41343 2.65057 -3.419 -2.230 -2.532
C 3.26734 -3.42421 1.21231 7.084 2.029 -3.327
C 1.91081 -3.36483 1.20949 -8.575 -1.957 5.537
C 1.34592 -3.87299 2.82600 -0.663 3.452 -2.362
H 1.76126 -3.04158 3.54889 -1.284 -1.978 -1.151
H 1.73549 -4.83593 2.97978 0.406 -1.249 0.532
H 0.19709 -3.88708 2.59739 2.129 0.038 1.246
C 1.17741 -4.37621 0.32125 1.109 -0.640 0.715
H 1.68375 -5.35598 0.35783 -0.776 -0.080 0.929
H 1.50692 -4.16792 -0.62264 0.486 1.131 -3.207
H 0.07944 -4.41054 0.26081 0.496 0.039 0.713
C 1.21797 -2.03585 1.18366 9.314 2.942 -4.775
H 0.29802 -2.04952 0.95692 -7.417 -0.146 0.105
H 1.41760 -1.66234 -0.07006 0.000 -0.717 2.488
H 3.83604 -4.20737 1.50664 0.533 -4.286 0.127
H 3.58397 -3.18906 0.11193 0.204 -0.273 1.519
H 3.68908 -0.45269 3.19345 -1.273 -2.765 -2.464
H 1.83642 0.94086 2.76326 -0.353 -2.178 -1.444
H -0.31194 1.41833 1.96418 0.368 -0.801 0.405
H -0.30465 0.03200 1.00422 -0.870 -1.169 -1.050
H 1.29747 0.87518 -0.47371 -0.258 1.916 2.026
H 1.60098 2.41901 0.58049 -0.902 -1.271 0.683
H 0.20896 2.93533 -1.31881 0.090 0.129 1.512
H -1.02793 2.77022 -0.01034 -0.945 1.992 1.659
H -0.54583 0.56397 -2.00485 -0.833 1.934 1.665
H -2.00477 0.71263 -0.37320 2.609 1.430 -2.671
H -2.74187 1.13758 -2.85389 1.215 1.026 0.858
H -1.63114 2.34519 -2.95457 6.935 5.811 -9.366
H -3.77941 2.44779 -0.69417 0.474 -0.187 -3.306
H -2.76955 3.59601 -0.98998 -0.621 0.420 -2.199
H -4.96859 3.88466 -1.92868 -2.196 1.334 0.778
H -4.68677 2.59391 -2.95449 -2.786 -3.688 -2.417
H -4.48342 4.57398 -4.31839 -3.961 1.972 -3.448
H -3.27688 5.28982 -3.29701 -1.219 -1.492 -0.043
H -3.08712 3.90512 -4.30205 0.612 -0.874 0.212
```
Positions in Å, forces in eV/Å.

## Properties
energy above the lowest of the compared OMol25 structures with the same formula, charge and spin = 326.4 kcal/mol
LUMO energy = 0.61 eV
gap between HOMO and LUMO = 8.42 eV
E_HOMO = -7.8 eV
net charge = 0
molecular weight = 251.41 g mol⁻¹

In elementary charge units, the Mulliken charges are: number 1, C, carries -1.291; number 2, C, carries -0.579; number 3, C, carries -0.475; number 4, C, carries -1.258; number 5, C, carries -0.184; number 6, C, carries -0.752; number 7, C, carries 0.381; number 8, C, carries -1.144; number 9, N, carries 0.102; number 10, C, carries 1.204; number 11, C, carries -1.080; number 12, C, carries 0.216; number 13, O, carries -0.686; number 14, C, carries -0.807; number 15, C, carries 0.867; number 16, C, carries -1.179; number 17, H, carries 0.363; number 18, H, carries 0.468; number 19, H, carries 0.283; number 20, C, carries -1.978; number 21, H, carries 0.412; number 22, H, carries 0.627; number 23, H, carries 0.347; number 24, C, carries -1.327; number 25, H, carries 1.051; number 26, H, carries 0.290; number 27, H, carries 0.394; number 28, H, carries 0.292; number 29, H, carries -0.093; number 30, H, carries 0.396; number 31, H, carries 0.319; number 32, H, carries 0.198; number 33, H, carries 0.079; number 34, H, carries 0.198; number 35, H, carries 0.210; number 36, H, carries 0.365; number 37, H, carries 0.124; number 38, H, carries 0.103; number 39, H, carries 0.202; number 40, H, carries 0.869; number 41, H, carries 0.301; number 42, H, carries 0.374; number 43, H, carries 0.334; number 44, H, carries 0.312; number 45, H, carries 0.519; number 46, H, carries 0.273; number 47, H, carries 0.361

# 5
Density functional theory data (ωB97M-V/def2-TZVPD) for one molecule with the formula C5H16N2Si.

```
24
Properties=species:S:1:pos:R:3:forces:R:3
C -2.74732 0.68295 0.29936 -0.020 -0.060 0.024
C -1.03184 -1.84319 -0.07884 -0.174 0.168 -0.051
C 0.83526 1.94755 0.65291 0.163 -0.653 -0.266
C 1.80420 0.17224 -1.71967 -0.393 -0.024 0.654
C 1.96564 -0.92724 1.18792 -0.427 0.348 -0.504
N -1.61353 0.45020 -0.57655 0.011 -0.008 -0.369
N -0.66738 -0.44809 -0.03960 0.139 0.018 0.031
Si 0.95718 0.16828 -0.00268 0.446 0.425 0.079
H -2.35829 0.98878 1.26863 -0.072 0.055 0.044
H -3.33636 1.49703 -0.12065 -0.085 0.024 0.037
H -3.40219 -0.18707 0.43992 0.028 0.019 0.039
H -0.20857 -2.42948 0.31508 0.062 -0.196 0.066
H -1.91814 -2.03290 0.53329 0.016 -0.113 -0.005
H -1.24181 -2.17651 -1.10484 0.003 -0.089 0.010
H 0.48187 1.97078 1.67830 -0.080 -0.086 0.228
H 1.80279 2.43763 0.62619 0.255 0.094 -0.009
H 0.14699 2.53169 0.05329 -0.140 0.052 -0.178
H 1.86809 -0.82992 -2.13526 -0.012 -0.209 -0.018
H 1.24536 0.78292 -2.42290 -0.143 0.137 -0.093
H 2.81307 0.56999 -1.67218 0.209 0.097 0.084
H 2.18817 -1.89875 0.75897 0.045 -0.207 -0.125
H 2.91335 -0.45640 1.42570 0.216 0.153 -0.001
H 1.43708 -1.08900 2.12139 -0.165 0.015 0.179
H -1.93363 0.11851 -1.48775 0.117 0.039 0.145
```
Positions in Å, forces in eV/Å.

## Properties
energy above the lowest of the compared OMol25 structures with the same formula, charge and spin = 0.0 kcal/mol
LUMO energy = 0.95 eV
gap between HOMO and LUMO = 9.42 eV
E_HOMO = -8.5 eV
net charge = 0
molecular weight = 132.28 g mol⁻¹

In elementary charge units, the Mulliken charges are: number 1, C, carries -0.849; number 2, C, carries -0.999; number 3, C, carries -1.011; number 4, C, carries -1.022; number 5, C, carries -1.096; number 6, N, carries -0.562; number 7, N, carries 0.504; number 8, Si, carries 0.067; number 9, H, carries 0.262; number 10, H, carries 0.353; number 11, H, carries 0.291; number 12, H, carries 0.322; number 13, H, carries 0.299; number 14, H, carries 0.294; number 15, H, carries 0.292; number 16, H, carries 0.355; number 17, H, carries 0.290; number 18, H, carries 0.325; number 19, H, carries 0.322; number 20, H, carries 0.331; number 21, H, carries 0.341; number 22, H, carries 0.343; number 23, H, carries 0.316; number 24, H, carries 0.232

# 6
Density functional theory data (ωB97M-V/def2-TZVPD) for H21O11 as an isolated structure in a non-equilibrium geometry.

```
32
Properties=species:S:1:pos:R:3:forces:R:3
O 2.87998 -3.14630 -0.16573 -0.922 1.048 0.030
H 2.33444 -2.33048 -0.33992 0.870 -0.916 0.167
H 2.48962 -3.49154 0.64799 0.088 0.016 -0.205
O 0.56130 2.80811 -2.62452 1.097 0.981 -2.576
H 0.42790 1.86071 -2.49244 -0.724 -0.112 0.902
H 0.27217 3.39342 -1.94552 -0.506 -0.163 0.302
O -0.83098 -2.28323 -2.58172 -0.820 -0.791 1.266
H -2.85378 1.97743 2.11872 -0.152 0.166 0.140
H 0.12904 2.70607 2.53829 -0.112 -0.199 0.307
O -3.21165 0.04516 -0.22403 -0.687 -0.860 -0.341
H -2.92148 0.42120 -1.06204 0.360 0.356 0.619
H -2.91279 0.49467 0.57426 0.406 0.396 -0.080
O 2.05462 0.07745 -0.08620 -0.744 0.834 0.278
H 2.25338 0.73152 -0.78534 0.337 -0.761 0.180
H -1.33139 -3.21873 0.63090 0.367 -0.603 -1.710
O -0.19456 1.92125 2.08818 1.091 0.150 -0.336
H 0.24036 1.99996 0.91774 -0.657 -0.449 -0.253
H -0.43424 -2.24069 0.80081 1.165 0.833 -0.957
O -0.59277 -2.85944 0.06307 -1.540 -0.307 3.088
H -1.63400 -1.81309 -2.31530 0.030 0.725 -0.909
O -2.49977 1.24738 2.63307 1.094 -0.359 -0.609
H -0.77917 -2.70448 -1.69126 0.922 -0.111 -0.819
H -1.43706 1.38174 2.43095 -1.739 0.343 0.469
O 1.85203 -0.30111 2.91413 -1.373 -0.114 -0.229
H 2.15907 -0.65502 2.06909 0.118 0.282 -0.052
H 0.92155 -0.00433 2.71741 1.349 0.053 0.298
O 0.45584 1.87776 -0.24557 -0.846 1.848 1.974
H 1.31300 0.68920 0.27592 1.494 -1.389 -0.565
H 0.42437 2.79733 -0.53001 0.276 -0.532 0.383
O -0.38331 0.33357 -1.97162 -1.433 0.513 -0.874
H 0.28966 -0.34629 -1.92597 -0.156 -0.204 0.739
H -0.62751 0.75536 -1.11066 1.350 -0.673 -0.627
```
Positions in Å, forces in eV/Å.

## Properties
energy above the lowest of the compared OMol25 structures with the same formula, charge and spin = 60.5 kcal/mol
LUMO energy = 2.74 eV
gap between HOMO and LUMO = 9.38 eV
E_HOMO = -6.6 eV
net charge = -1
molecular weight = 197.16 g mol⁻¹

In elementary charge units, the Mulliken charges are: number 1, O, carries -0.653; number 2, H, carries 0.323; number 3, H, carries 0.295; number 4, O, carries -0.658; number 5, H, carries 0.449; number 6, H, carries 0.263; number 7, O, carries -0.677; number 8, H, carries 0.262; number 9, H, carries 0.202; number 10, O, carries -0.656; number 11, H, carries 0.299; number 12, H, carries 0.352; number 13, O, carries -0.648; number 14, H, carries 0.251; number 15, H, carries 0.295; number 16, O, carries -0.774; number 17, H, carries 0.440; number 18, H, carries 0.263; number 19, O, carries -0.567; number 20, H, carries 0.309; number 21, O, carries -0.821; number 22, H, carries 0.370; number 23, H, carries 0.428; number 24, O, carries -0.669; number 25, H, carries 0.317; number 26, H, carries 0.340; number 27, O, carries -0.792; number 28, H, carries 0.366; number 29, H, carries 0.057; number 30, O, carries -0.669; number 31, H, carries 0.316; number 32, H, carries 0.387